# C14H25NO3

An isolated molecule of C14H25NO3 (wB97M-V/def2-TZVPD, the Open Molecules 2025 dataset).

Each line ends with the Mulliken charge.
Geometry (Å):
C 6.464010 2.221763 -0.612078  -0.753
C 5.159675 2.126746 -0.437090  -0.017
C 4.167918 1.994072 -1.551266  -0.709
N 3.279811 0.868487 -1.341871  -0.187
C 1.947034 1.012812 -1.160287  0.302
O 1.391406 2.089234 -1.220956  -0.667
C 1.222734 -0.293324 -0.870508  -0.863
H 1.728727 -1.119418 -1.374240  0.487
H 1.288611 -0.471285 0.205972  0.381
C -0.244345 -0.212068 -1.301667  0.142
C -0.357043 -0.372736 -2.814926  -1.638
H 0.275272 0.360383 -3.310247  0.407
H -1.382246 -0.214266 -3.140771  0.414
H -0.049465 -1.369174 -3.125568  0.321
H -0.599206 0.788716 -1.037818  0.340
C -1.132027 -1.240436 -0.560489  0.565
C -1.504148 -0.784460 0.856863  -0.795
C -2.643593 0.231283 0.849707  -0.546
C -2.949352 0.797126 2.237453  -0.946
C -3.428559 -0.230661 3.264190  -0.394
C -4.734980 -0.910454 2.870917  -1.148
H -5.088686 -1.544427 3.681006  0.377
H -5.501236 -0.167998 2.657537  0.291
H -4.603489 -1.533333 1.989967  0.270
H -3.573670 0.286167 4.216097  0.375
H -2.657146 -0.986200 3.420508  0.264
H -2.048987 1.280967 2.623502  0.346
H -3.717151 1.567840 2.132701  0.382
H -3.540673 -0.231222 0.434506  0.254
H -2.376635 1.066647 0.199138  0.375
H -0.630516 -0.350729 1.345160  0.271
H -1.798574 -1.661123 1.435758  0.405
C -0.422314 -2.571774 -0.509301  -0.138
O 0.303315 -2.954421 0.370669  -0.572
O -0.680889 -3.324482 -1.589287  -0.474
H -0.209453 -4.171058 -1.533183  0.376
H -2.044504 -1.382388 -1.146981  0.734
H 3.705396 -0.037606 -1.227734  0.305
H 4.683041 1.888532 -2.512314  0.355
H 3.521685 2.877980 -1.587614  0.300
H 4.729983 2.136192 0.555657  0.291
H 7.145329 2.325267 0.214682  0.260
H 6.904941 2.214826 -1.595795  0.256

Force components x, y, z for each atom (eV/Å):
C 0.128 0.016 0.042
C -0.168 -0.049 -0.106
C -0.066 0.203 -0.069
N 0.495 -0.052 -0.053
C 0.044 -0.530 -0.033
O -0.269 0.315 0.035
C -0.378 0.350 0.088
H 0.029 -0.054 0.049
H 0.092 -0.036 0.003
C 0.019 -0.126 -0.141
C 0.052 0.141 0.166
H 0.044 0.073 -0.120
H -0.100 0.006 -0.084
H 0.024 -0.079 -0.063
H 0.014 -0.122 0.029
C 0.091 0.060 0.195
C -0.221 -0.067 -0.246
C 0.200 0.056 0.192
C -0.009 -0.159 -0.024
C -0.093 0.143 -0.114
C 0.231 0.032 0.135
H -0.094 -0.083 0.013
H -0.130 0.047 -0.052
H -0.065 -0.090 -0.121
H 0.077 -0.056 0.035
H 0.050 -0.009 0.100
H 0.009 0.106 -0.015
H 0.018 0.082 0.046
H -0.047 -0.007 -0.107
H -0.067 0.009 -0.092
H 0.080 -0.038 0.094
H 0.068 0.013 0.096
C -0.031 -0.121 0.208
O 0.092 0.045 0.145
O -0.233 -0.247 -0.635
H 0.058 0.208 0.247
H 0.027 0.019 0.030
H -0.172 0.005 -0.005
H -0.047 0.102 0.083
H 0.128 -0.127 -0.082
H -0.002 0.027 0.173
H 0.085 0.031 0.196
H 0.037 -0.037 -0.236

Summary:
* strongest force on any atom: 0.72 eV/Å
* energy relative to the best compared isomer or geometry (same formula, charge and spin): 117.47 kJ/mol
* Kohn-Sham gap: 0.3781 Eh
* highest occupied orbital energy: -9.6 eV
* SMILES string: C=CCNC(=O)C[C@@H](C)[C@H](CCCCC)C(=O)O
* total charge: 0
* calculated total energy: -22557.16779 eV

=====

# C7H10N2O

An isolated molecule of C7H10N2O in a non-equilibrium geometry (wB97M-V/def2-TZVPD, the Open Molecules 2025 dataset).

Each line ends with the Mulliken charge.
Geometry (Å):
C 1.977898 0.367182 -0.110880  0.248
C -0.152857 -2.586900 -0.789534  -0.821
C -1.551800 2.263332 0.130925  -0.856
C -0.609237 -1.352081 -0.851402  -0.696
C -1.518866 0.929098 -0.034100  -0.907
C 0.210708 -0.143065 1.299297  -0.941
C -0.317784 0.022777 -0.112257  2.051
N 1.623349 -0.208848 1.069764  -0.216
N 0.801473 0.760827 -0.687251  -0.268
O 3.107036 0.541345 -0.482540  -0.646
H -0.380052 -3.286780 -1.593692  0.296
H 0.806028 -2.783350 -0.241414  0.264
H -2.383875 2.852960 -0.041111  0.390
H -0.614051 2.796988 -0.032304  0.273
H -1.441351 -1.122895 -1.506134  0.315
H -2.544860 0.431300 -0.062954  0.251
H -0.142207 0.756919 1.876232  0.354
H -0.037157 -0.871543 2.041903  0.339
H 2.330288 -0.127463 1.828712  0.288
H 0.837312 0.760197 -1.701267  0.280

Force components x, y, z for each atom (eV/Å):
C 0.274 0.146 1.042
C 2.652 0.319 -0.109
C 2.816 -1.828 -1.660
C -1.463 2.291 0.161
C -2.991 0.079 -0.087
C 0.458 1.712 2.135
C -0.267 -1.274 0.424
N 1.684 -0.293 1.715
N -0.402 -0.242 -1.815
O 0.581 0.217 -0.715
H -0.445 -0.039 0.539
H -1.205 -0.074 -0.115
H -1.930 0.715 0.380
H 0.006 -0.015 0.594
H -0.121 -0.442 -0.486
H 1.476 0.349 0.026
H 0.851 -0.108 -0.619
H -0.877 -1.474 -0.583
H -1.033 -0.263 -0.928
H -0.064 0.225 0.101

Summary:
* strongest force on any atom: 3.74 eV/Å
* energy relative to the best compared isomer or geometry (same formula, charge and spin): 223.27 kJ/mol
* Kohn-Sham gap: 0.3772 Eh
* highest occupied orbital energy: -9.5 eV
* SMILES string: C=CC1(C=C)CNC(=O)N1
* total charge: 0
* calculated total energy: -12447.13424 eV

=====

# C5H8O

A structure of composition C5H8O (wB97M-V/def2-TZVPD, the Open Molecules 2025 dataset).

Each line ends with the Mulliken charge.
Geometry (Å):
C -1.518557 -0.346686 0.831592  -1.069
C -0.708877 1.047824 -0.198190  0.345
O -0.695691 2.153997 0.198420  -0.429
C 0.404865 0.075751 -0.859035  0.204
C 1.760514 0.395565 -1.017669  -0.866
C 0.424388 -0.698345 0.405625  -0.827
H -2.106777 -0.898390 0.093526  0.300
H -1.299835 -1.039965 1.662471  0.383
H -2.160838 0.410361 1.300594  0.347
H -0.067114 -0.468992 -1.678184  0.320
H 2.265739 0.976549 -0.252321  0.255
H 2.296700 0.229955 -1.947849  0.272
H 0.537988 -1.780389 0.365694  0.381
H 0.922885 -0.218981 1.244968  0.384

Force components x, y, z for each atom (eV/Å):
C -0.342 -0.107 0.114
C 0.082 0.865 0.285
O -0.051 -0.779 -0.278
C 0.066 -0.118 -0.108
C 0.068 0.072 -0.056
C 0.253 -0.172 0.112
H 0.095 0.076 0.088
H 0.016 0.106 -0.120
H 0.123 -0.083 -0.076
H 0.049 0.083 0.124
H -0.093 -0.067 -0.099
H -0.094 0.013 0.137
H -0.062 0.150 -0.005
H -0.110 -0.039 -0.119

Summary:
* strongest force on any atom: 0.91 eV/Å
* energy relative to the best compared isomer or geometry (same formula, charge and spin): 566.29 kJ/mol
* Kohn-Sham gap: 0.2900 Eh
* highest occupied orbital energy: -7.7 eV
* total charge: 0
* calculated total energy: -7356.38607 eV

=====

# CH4N2O2

A cluster of 2 separate species, CH4N2O2 in total in a non-equilibrium geometry (wB97M-V/def2-TZVPD, the Open Molecules 2025 dataset).

Each line ends with the Mulliken charge.
Geometry (Å):
C -1.580222 0.318809 0.347870  -0.241
N -0.859741 -0.530263 -0.138244  -0.408
N 2.102356 -0.152350 -0.620748  -0.015
O 1.445444 0.294424 0.431867  -0.370
O 3.298999 0.167730 -0.737799  -0.371
H -1.244681 1.248073 0.531958  0.227
H -2.623318 0.146269 0.618440  0.244
H -1.015084 -1.508802 -0.533853  0.219
H 0.476249 0.016106 0.100510  0.715

Force components x, y, z for each atom (eV/Å):
C -4.623 -1.909 0.662
N 3.080 -3.167 -2.668
N 3.550 0.319 -1.654
O 0.438 0.578 -0.276
O -3.883 -0.673 1.321
H 1.596 3.240 0.869
H -0.248 0.009 -0.181
H -0.673 1.958 1.402
H 0.763 -0.356 0.523

Summary:
* strongest force on any atom: 5.16 eV/Å
* energy relative to the best compared isomer or geometry (same formula, charge and spin): 376.93 kJ/mol
* Kohn-Sham gap: 0.3580 Eh
* highest occupied orbital energy: -9.3 eV
* SMILES string: O=NO.C=N
* total charge: 0
* calculated total energy: -8172.77883 eV